98
Properties=species:S:1:pos:R:3:lowdin_charge:R:1 method="wB97M-V/def2-TZVPD" max_force_ha_per_bohr=0.05121 multiplicity=1 charge=+1
C 7.7429 -2.4715 -0.3660 -0.057
N 7.7392 -1.0200 -0.3882 -0.207
C 9.0055 -0.3749 -0.6696 -0.067
C 6.5724 -0.3039 -0.3105 -0.232
C 5.4761 -0.7978 0.4535 -0.023
C 4.2624 -0.1421 0.4356 -0.029
C 4.0521 0.9338 -0.4376 -0.170
C 2.6654 1.4823 -0.5873 -0.476
C 2.3162 2.0252 -1.8649 -0.412
S 1.2148 3.3357 -1.9716 1.020
C 2.3055 4.7908 -1.7586 -0.227
C 0.9443 3.3707 -3.7764 -0.224
O 1.8549 1.4160 0.3648 -0.029
C 5.1531 1.4894 -1.1127 -0.034
C 6.4123 0.9187 -1.0131 -0.012
H 6.8132 -2.8660 0.0590 0.067
H 7.8485 -2.8913 -1.3821 0.092
H 8.5923 -2.8169 0.2358 0.089
H 9.0674 0.5849 -0.1365 0.096
H 9.8055 -1.0356 -0.3138 0.087
H 9.1528 -0.1817 -1.7471 0.090
H 5.5873 -1.7133 1.0383 0.108
H 3.4430 -0.5042 1.0566 0.117
H 2.9954 1.9657 -2.7164 0.076
H 1.6465 5.6692 -1.7594 0.055
H 2.8070 4.6867 -0.7894 0.070
H 3.0275 4.8402 -2.5810 0.063
H 0.1342 4.0909 -3.9552 0.062
H 1.8638 3.6861 -4.2830 0.067
H 0.6367 2.3674 -4.0937 0.058
H 4.9786 2.3640 -1.7388 0.107
H 7.2575 1.3584 -1.5442 0.103
C -7.5452 -0.9528 1.1404 -0.148
Si -6.2068 -0.7254 2.4104 0.407
C -6.7943 0.3122 3.8395 -0.152
C -5.5250 -2.3487 3.0010 -0.139
O -5.0018 0.1804 1.6842 -0.165
C -3.7482 -0.0569 1.0727 -0.337
C -2.6406 -0.1695 2.1469 -0.145
C -2.8497 0.3055 3.4418 -0.030
C -1.8222 0.2056 4.3876 -0.057
C -0.5628 -0.2613 4.0158 -0.067
C -0.3272 -0.6673 2.6999 -0.043
C -1.3871 -0.6764 1.7906 -0.053
C -3.8730 -1.2612 0.1350 -0.178
C -3.3417 -2.5040 0.4849 -0.046
C -3.4877 -3.5870 -0.3883 -0.056
C -4.2270 -3.4472 -1.5615 -0.069
C -4.8407 -2.2257 -1.8572 -0.062
C -4.6830 -1.1352 -0.9968 -0.057
C -3.4410 1.2589 0.2627 -0.148
C -3.4852 2.5182 1.1478 -0.094
C -2.0415 2.9463 1.3905 -0.117
C -1.1982 2.2456 0.3169 -0.120
N -2.0812 1.2680 -0.3019 0.016
C -1.6276 0.3825 -1.1888 0.026
C -0.2489 0.2576 -1.4935 -0.060
C 0.4234 -0.9362 -1.4040 0.013
C 1.7392 -1.2669 -1.9061 -0.214
C 2.4611 -2.3366 -1.3210 -0.028
C 3.7301 -2.6772 -1.7730 -0.078
C 4.3245 -1.9481 -2.8084 -0.059
C 3.6157 -0.9106 -3.4222 -0.060
C 2.3327 -0.5811 -2.9886 -0.047
H -8.3823 -1.5207 1.5756 0.044
H -7.9207 0.0246 0.8040 0.042
H -7.1728 -1.4951 0.2609 0.025
H -7.6420 -0.1831 4.3356 0.043
H -5.9972 0.4582 4.5807 0.030
H -7.1229 1.3011 3.4923 0.041
H -6.2255 -2.7832 3.7292 0.046
H -5.4006 -3.0580 2.1743 0.032
H -4.5538 -2.2203 3.4953 0.038
H -3.8129 0.7394 3.7165 0.107
H -2.0300 0.5166 5.4138 0.113
H 0.2418 -0.3119 4.7485 0.110
H 0.6627 -0.9850 2.3618 0.110
H -1.2401 -1.0680 0.7829 0.086
H -2.8215 -2.6280 1.4355 0.121
H -3.0115 -4.5353 -0.1284 0.114
H -4.3284 -4.2865 -2.2503 0.110
H -5.4456 -2.0989 -2.7557 0.112
H -5.1836 -0.1875 -1.2044 0.122
H -4.1654 1.3582 -0.5629 0.151
H -3.9993 3.2879 0.5592 0.125
H -4.0549 2.3679 2.0659 0.116
H -1.9141 4.0290 1.3084 0.117
H -1.6990 2.6299 2.3827 0.113
H -0.8189 2.9640 -0.4306 0.084
H -0.2865 1.7910 0.7352 0.113
H -2.3470 -0.2847 -1.6655 0.148
H 0.2982 1.1795 -1.7140 0.048
H -0.0889 -1.7632 -0.8900 0.124
H 2.0024 -2.8685 -0.4844 0.119
H 4.2699 -3.5013 -1.3022 0.111
H 5.3419 -2.1762 -3.1297 0.111
H 4.0742 -0.3462 -4.2367 0.114
H 1.7609 0.1918 -3.5066 0.100

***

109
Properties=species:S:1:pos:R:3:lowdin_charge:R:1 method="wB97M-V/def2-TZVPD" max_force_ha_per_bohr=0.12600 e_above_lowest_kj_mol=733.4 multiplicity=1
C -1.6083 4.8858 -0.0350 -0.141
C -0.1409 5.5943 0.1129 -0.235
C 0.7010 4.8005 1.2577 -0.214
C 1.9421 3.9477 0.6795 -0.205
C 1.5446 3.0878 -0.6404 -0.203
C 2.2513 1.6394 -0.5642 -0.201
C 2.3851 0.9057 -2.0161 -0.197
C 1.0243 0.1565 -2.4680 -0.185
C 1.3096 -1.3855 -2.9311 -0.203
C 0.1612 -2.3996 -2.4555 -0.202
C 0.2515 -2.7132 -0.8561 -0.205
C 1.5678 -3.6130 -0.5708 -0.197
C 1.9187 -3.7786 0.9960 -0.203
C 1.7963 -2.4244 1.8673 -0.187
C 0.6619 -2.6522 2.9890 -0.180
C -0.8416 -2.4376 2.4701 -0.145
N -1.1345 -1.0685 1.9407 0.025
C -1.1038 -0.0177 2.9699 -0.279
O -0.3253 0.1814 3.9371 0.072
C -2.2841 1.0126 2.6569 0.040
C -2.7250 2.3452 3.3269 -0.017
C -1.9507 2.8741 4.6144 -0.311
O -1.4349 4.0172 4.7168 0.061
N -1.8659 1.9304 5.7761 0.150
C -3.0807 1.0901 5.8601 -0.327
O -3.0846 -0.1337 5.5510 0.103
F -4.3570 1.6355 6.2531 0.028
C -3.9493 3.0909 2.6516 0.095
C -4.6787 2.4741 1.3858 -0.152
N -5.8230 3.2778 0.8694 0.025
C -4.2208 1.0959 0.7414 -0.085
C -5.0353 0.5161 -0.5040 -0.620
Br -5.7999 -1.3112 -0.0905 0.603
C -4.2584 0.6096 -1.9320 -0.642
C -2.6668 0.7825 -1.8325 -0.163
Br -4.6423 -1.1194 -2.9133 0.568
C -3.0100 0.3943 1.4237 0.027
C -2.3185 -0.9852 1.0298 -0.279
O -2.6154 -1.8886 0.2117 0.014
H -2.3540 5.4110 0.6621 0.069
H -1.9830 5.0156 -1.1099 0.067
H -1.5323 3.7726 0.2619 0.047
H 0.4136 5.6801 -0.8862 0.102
H -0.3261 6.6583 0.4948 0.095
H -0.0229 4.1193 1.8348 0.095
H 1.1256 5.5912 1.9704 0.103
H 2.8188 4.6627 0.4705 0.106
H 2.3019 3.2417 1.5244 0.113
H 0.3968 2.9645 -0.5990 0.097
H 1.8926 3.7085 -1.5405 0.092
H 1.7747 0.9383 0.2290 0.111
H 3.3390 1.8294 -0.2228 0.092
H 3.2931 0.2031 -1.9222 0.105
H 2.6579 1.6738 -2.8261 0.093
H 0.2273 0.1379 -1.6435 0.083
H 0.6299 0.7117 -3.4093 0.113
H 1.3756 -1.4831 -4.0872 0.113
H 2.3577 -1.6386 -2.5398 0.084
H -0.8802 -1.9819 -2.7135 0.099
H 0.2249 -3.4408 -2.9693 0.116
H 0.2547 -1.6967 -0.3304 0.082
H -0.6493 -3.3760 -0.6177 0.101
H 1.2970 -4.6777 -0.9537 0.113
H 2.4887 -3.2945 -1.1759 0.100
H 3.0254 -4.1282 1.0555 0.111
H 1.2956 -4.6606 1.3859 0.095
H 2.8041 -2.3167 2.4345 0.113
H 1.6760 -1.4668 1.2542 0.094
H 0.7402 -3.7676 3.3058 0.113
H 0.9485 -2.0435 3.9139 0.103
H -1.0342 -3.2657 1.6806 0.117
H -1.5534 -2.6582 3.3633 0.146
H -1.7127 2.4495 6.6558 0.151
H -4.2964 4.0787 3.1395 0.125
H -6.6483 2.6912 0.6852 0.076
H -5.5102 3.8002 0.0389 0.087
H -5.9779 1.1845 -0.6095 0.082
H -4.6854 1.4492 -2.5897 0.102
H -2.1159 -0.2202 -1.6375 0.055
H -2.3089 1.6039 -1.1201 0.077
H -2.3079 1.1062 -2.8899 0.095
C 7.9947 3.2013 -4.7548 -0.072
C 8.3439 3.2169 -3.4072 -0.066
C 7.3569 3.3259 -2.4328 0.001
C 6.0203 3.4143 -2.8201 -0.136
C 5.6651 3.4069 -4.1682 0.001
C 6.6593 3.3004 -5.1357 -0.066
N 4.9754 3.5038 -1.7973 -0.302
O 5.3254 3.5262 -0.6244 0.080
O 3.8102 3.5465 -2.1733 0.026
H 8.7676 3.1105 -5.5125 0.108
H 9.3867 3.1408 -3.1164 0.109
H 7.6425 3.3367 -1.3863 0.120
H 4.6280 3.4801 -4.4785 0.119
H 6.3935 3.2906 -6.1877 0.109
C -2.7357 -5.9277 1.5689 -0.077
C -3.4322 -6.1032 0.3767 -0.059
C -2.9466 -6.9764 -0.5916 0.003
C -1.7623 -7.6731 -0.3524 -0.145
C -1.0565 -7.4954 0.8367 -0.003
C -1.5485 -6.6179 1.7980 -0.074
N -1.2600 -8.6127 -1.3584 -0.345
O -1.8959 -8.7288 -2.3980 0.072
O -0.2356 -9.2309 -1.1004 0.071
H -3.1209 -5.2491 2.3248 0.107
H -4.3562 -5.5609 0.2035 0.110
H -3.4989 -7.1042 -1.5164 0.120
H -0.1319 -8.0297 1.0288 0.119
H -1.0084 -6.4743 2.7286 0.107

***

101
Properties=species:S:1:pos:R:3:lowdin_charge:R:1 method="wB97M-V/def2-TZVPD" max_force_ha_per_bohr=0.02409 e_above_lowest_kj_mol=34.0 multiplicity=1
Ca -0.2765 -0.6018 -0.1745 0.613
C 3.0307 0.9764 2.2710 -0.392
C 1.6966 1.5542 2.7624 -0.403
P 0.3747 0.2649 2.7913 0.981
C 1.1150 -0.9594 3.9258 -0.397
C 1.4665 -0.6400 5.2381 -0.088
C 1.9655 -1.6124 6.0869 -0.075
C 2.1110 -2.9217 5.6368 -0.082
C 1.7779 -3.2481 4.3334 -0.077
C 1.2825 -2.2662 3.4810 -0.101
C -0.8874 1.0269 3.8610 -0.385
C -1.0225 2.4046 3.9922 -0.111
C -2.0217 2.9397 4.7961 -0.082
C -2.8938 2.1035 5.4732 -0.084
C -2.7740 0.7252 5.3363 -0.075
C -1.7864 0.1925 4.5261 -0.094
P 2.8365 0.1306 0.6384 1.002
C 3.0064 1.5859 -0.4593 -0.396
C 4.2070 2.0107 -1.0211 -0.076
C 4.2558 3.1727 -1.7796 -0.077
C 3.1073 3.9253 -1.9835 -0.082
C 1.9016 3.5028 -1.4421 -0.082
C 1.8530 2.3373 -0.6932 -0.166
C 4.4089 -0.7549 0.4332 -0.391
C 5.6010 -0.3769 1.0487 -0.101
C 6.7685 -1.0895 0.8164 -0.079
C 6.7572 -2.1853 -0.0363 -0.083
C 5.5744 -2.5762 -0.6465 -0.078
C 4.4058 -1.8669 -0.4068 -0.099
H 3.4046 0.2376 2.9841 0.078
H 3.7681 1.7754 2.1750 0.086
H 1.3734 2.3473 2.0825 0.067
H 1.8059 1.9902 3.7576 0.084
H 1.3386 0.3744 5.5996 0.111
H 2.2323 -1.3562 7.1041 0.104
H 2.4783 -3.6861 6.3093 0.103
H 1.8854 -4.2652 3.9803 0.105
H 1.0189 -2.5254 2.4609 0.089
H -0.3602 3.0765 3.4618 0.096
H -2.1186 4.0139 4.8853 0.105
H -3.6742 2.5211 6.0958 0.102
H -3.4496 0.0651 5.8644 0.105
H -1.7121 -0.8834 4.4119 0.107
H 5.1097 1.4291 -0.8806 0.098
H 5.1959 3.4905 -2.2119 0.103
H 3.1514 4.8346 -2.5692 0.103
H 0.9939 4.0701 -1.6074 0.107
H 0.8873 2.0192 -0.3035 0.046
H 5.6275 0.4794 1.7114 0.101
H 7.6888 -0.7857 1.2983 0.104
H 7.6708 -2.7348 -0.2232 0.103
H 5.5589 -3.4326 -1.3077 0.105
H 3.4806 -2.1748 -0.8816 0.091
C -2.8077 -3.6384 -1.8020 -0.280
Si -2.3802 -2.4732 -0.3586 0.437
C -2.7433 -3.5238 1.1923 -0.285
C -3.8727 -1.2245 -0.3748 -0.321
C -5.1311 -1.8520 -0.3880 -0.140
C -6.3240 -1.1521 -0.4083 -0.108
C -6.2906 0.2345 -0.4136 -0.108
C -5.0667 0.8796 -0.3983 -0.137
C -3.8372 0.1961 -0.3775 -0.317
Si -2.2774 1.3704 -0.3694 0.446
C -2.4943 2.2840 -2.0360 -0.268
C -2.7585 2.6929 0.9155 -0.276
H -3.7524 -4.1696 -1.6512 0.016
H -2.0257 -4.3916 -1.9463 0.010
H -2.8996 -3.0619 -2.7214 -0.021
H -3.7651 -3.9168 1.2078 0.011
H -2.6099 -2.9228 2.0969 -0.002
H -2.0563 -4.3732 1.2589 0.005
H -5.1793 -2.9370 -0.3821 0.078
H -7.2697 -1.6821 -0.4199 0.094
H -7.2106 0.8079 -0.4287 0.094
H -5.0662 1.9653 -0.4032 0.078
H -3.5001 2.7038 -2.1441 0.017
H -2.3277 1.5987 -2.8725 -0.008
H -1.7742 3.1042 -2.1345 0.003
H -3.6029 3.3105 0.5919 0.013
H -1.9191 3.3684 1.1119 0.001
H -3.0322 2.2262 1.8653 0.009
C -1.0675 -2.3814 -6.3558 -0.075
C -1.6766 -2.0059 -5.0115 -0.235
N -0.6767 -1.6391 -4.0186 0.009
C -0.1038 -0.4367 -3.8881 -0.794
S 1.1885 -0.1803 -2.7863 0.586
N -0.5699 0.5594 -4.6457 0.012
C -0.0803 1.9359 -4.5945 -0.275
C 1.0936 2.1733 -5.5282 -0.084
H -1.8502 -2.6547 -7.0638 0.077
H -0.3937 -3.2314 -6.2466 0.078
H -0.4940 -1.5555 -6.7816 0.069
H -2.2399 -2.8390 -4.6012 0.098
H -2.3891 -1.1849 -5.1171 0.119
H -0.2352 -2.3714 -3.4852 0.118
H -1.1866 0.3265 -5.4066 0.125
H 0.2058 2.1357 -3.5641 0.065
H -0.9231 2.5820 -4.8399 0.118
H 1.9375 1.5478 -5.2366 0.060
H 1.4075 3.2167 -5.4786 0.074
H 0.8309 1.9454 -6.5632 0.071

***

| no. | Kohn-Sham gap (Eh) |
| --- | --- |
| 1 | 0.21269 |
| 2 | 0.29265 |
| 3 | 0.22651 |